Record 1
The following is a quantum chemistry calculation of an isolated molecule of C6H9N3O in a non-equilibrium geometry, from the Open Molecules 2025 dataset.

SMILES: CC(=O)Nc1nccn1C
Highest occupied orbital energy in eV: -8.14
Energy above the lowest of the compared OMol25 structures with the same formula, charge and spin in eV: 2.7309
LUMO level in eV: 0.756
Molar mass in g mol⁻¹: 139.16

XYZ file:
```
19
C6H9N3O | the Open Molecules 2025 dataset | wB97M-V/def2-TZVPD
C -3.03007 -0.74087 -0.01343
C -1.70998 -0.06440 0.18610
C 0.69743 -0.65954 -0.05853
C 2.73546 -1.08472 0.27880
C 2.67175 0.28441 0.20070
C 0.75986 1.81694 -0.35144
H -3.88378 0.18293 0.01078
H -3.28612 -1.33792 -0.92260
H -3.37246 -1.40578 0.62262
H -0.92361 -1.68081 -0.48598
H 3.53078 -1.54448 0.69999
H 3.41863 0.92980 0.34326
H 0.36988 2.38800 0.63327
H -0.03308 1.60395 -0.98705
H 1.31403 2.37292 -0.81272
N -0.65745 -0.86020 -0.35130
N 1.52115 -1.66804 0.19429
N 1.36525 0.54981 -0.06359
O -1.48768 0.91801 0.87684
```

=====

Record 2
The following is a quantum chemistry calculation of an isolated molecule of C10H14N2O2 in a non-equilibrium geometry, from the Open Molecules 2025 dataset.

SMILES: CC/C(=N\C)[N@+]([O-])(O)c1ccccc1
Highest occupied orbital energy in eV: -8.47
Energy above the lowest of the compared OMol25 structures with the same formula, charge and spin in eV: 5.4282
LUMO level in eV: 0.778
Molar mass in g mol⁻¹: 194.23

XYZ file:
```
28
C10H14N2O2 | the Open Molecules 2025 dataset | wB97M-V/def2-TZVPD
C 4.00278 0.54320 -0.63531
C 3.41198 -0.62674 -1.06164
C 3.24662 1.36324 0.31963
C 2.16737 -1.00459 -0.57131
C 2.03165 0.97807 0.78285
C 1.57193 -0.21169 0.37210
C -3.26201 -0.94860 -1.14754
C -2.04425 2.10647 -0.09909
C -2.41994 -1.12725 0.15697
C -1.37378 -0.15939 0.32966
N -1.20797 1.03754 0.13998
N 0.06833 -0.85322 0.81780
O 0.01655 -2.09703 0.60034
O 0.08481 -0.52432 2.25858
H 5.10234 0.74524 -0.79044
H 4.13750 -1.32096 -1.62783
H 3.68667 2.42275 0.59959
H 1.72055 -2.05364 -0.81314
H 1.58277 1.62579 1.56528
H -3.52135 0.09963 -1.43239
H -4.08594 -1.51703 -1.01478
H -2.68854 -1.43561 -2.05324
H -1.65111 2.73029 -0.82872
H -3.11719 1.78405 -0.26664
H -1.95960 2.80412 0.61993
H -1.93006 -2.12225 0.12610
H -3.16397 -1.02281 1.01814
H -0.40613 -1.21528 2.63508
```

=====

Record 3
The following is a quantum chemistry calculation of an isolated molecule of C3H8N4O in a non-equilibrium geometry, from the Open Molecules 2025 dataset.

SMILES: N/N=C\N/N=C/CO
Highest occupied orbital energy in eV: -8.57
Energy above the lowest of the compared OMol25 structures with the same formula, charge and spin in eV: 6.1527
LUMO level in eV: 0.734
Molar mass in g mol⁻¹: 116.12

XYZ file:
```
16
C3H8N4O | the Open Molecules 2025 dataset | wB97M-V/def2-TZVPD
C 1.62359 1.08219 0.13354
C -1.34221 -0.60806 0.13399
C -2.76744 -0.40192 0.09231
H 3.06566 -0.86265 -1.09110
H 4.49421 -0.53944 -0.30636
H 0.96734 1.91703 0.41967
H 0.86639 -0.77630 0.23509
H -0.77010 -1.48718 0.29586
H -3.15721 -0.49680 1.12103
H -3.37368 -1.19311 -0.40234
H -2.54597 1.61732 0.05275
N 3.36115 -0.51948 -0.16021
N 2.89283 0.83340 0.06067
N 0.68564 0.05961 -0.19785
N -0.65660 0.51256 0.04615
O -3.34361 0.86281 -0.43319
```